105
Properties=species:S:1:pos:R:3:forces:R:3 method="wB97M-V/def2-TZVPD" lumo_ha=0.069 homo_lumo_gap_ev=7.6 multiplicity=1 total_energy_ha=-5476.4215 charge=-1
O -0.12722 3.55721 1.50496 0.0 0.0 0.4
C 0.70378 3.56669 0.65254 0.3 -0.1 -0.2
O 1.44279 4.64039 0.33221 -0.6 0.2 0.0
C 1.55011 4.90151 -1.08904 0.6 -0.3 -0.3
C 1.52197 6.39319 -1.35937 0.0 0.1 0.3
C 0.13406 7.01934 -1.49483 0.1 0.0 -0.2
C -0.81123 6.80014 -0.31417 0.2 0.2 0.1
B -2.13803 7.70272 -0.41648 0.0 -0.2 -0.3
Cl -1.69704 9.54938 -0.35278 0.0 0.0 0.0
Br -3.32785 7.26014 1.26304 -0.1 0.0 0.1
C -3.06310 7.43157 -1.71326 -0.2 -0.1 0.3
C -3.31243 5.93267 -1.94291 -0.1 0.1 -0.1
C -4.69396 5.67937 -2.56729 0.3 0.1 0.0
S -4.76851 4.30938 -3.72247 0.0 0.0 0.0
O -3.50759 3.63750 -3.81137 0.0 0.0 0.0
O -5.41825 4.72917 -4.92595 0.0 -0.1 0.0
O -5.80346 3.29464 -3.01762 -0.2 0.1 -0.1
H 0.98396 2.65524 0.08862 -0.1 0.1 -0.2
H 2.50451 4.48237 -1.42574 0.0 0.0 0.0
H 0.75657 4.38407 -1.63630 -0.1 0.1 0.1
H 2.06540 6.88711 -0.54662 0.0 -0.1 0.0
H 2.10183 6.57737 -2.27002 0.0 -0.1 0.0
H -0.31739 6.64603 -2.42443 -0.1 0.0 0.1
H 0.27768 8.09361 -1.64303 -0.1 0.0 0.0
H -0.28017 7.04321 0.61353 0.0 0.0 0.0
H -1.07603 5.73853 -0.23930 -0.1 0.0 0.0
H -4.02439 7.92780 -1.53981 0.1 0.1 -0.1
H -2.61894 7.87975 -2.60910 0.0 0.0 0.0
H -2.54870 5.50108 -2.58986 0.1 0.0 0.1
H -3.27358 5.41751 -0.98095 0.1 -0.1 -0.1
H -5.42902 5.49520 -1.78389 -0.1 0.1 -0.1
H -5.01626 6.53517 -3.15948 -0.1 -0.1 0.0
H -5.74995 3.38203 -2.05840 0.1 -0.2 0.1
C -0.75238 -0.92027 4.64268 0.0 0.0 -0.1
O 0.06663 -0.45799 3.59296 0.0 0.0 0.1
C 0.20927 0.96634 3.54786 0.0 0.0 -0.1
C 1.64127 1.36089 3.82276 0.0 -0.1 0.1
N 2.01550 1.08203 5.20456 0.0 0.0 -0.1
C 3.43879 1.23636 5.48325 -0.1 -0.1 0.1
C 4.38960 0.28402 4.76616 0.1 0.1 0.0
O 4.25840 -1.07382 5.15350 0.0 0.1 -0.1
C 3.22276 -1.78122 4.49723 0.1 -0.2 0.2
H -0.85150 -1.99968 4.52678 0.0 0.0 0.0
H -0.32083 -0.71098 5.62877 0.0 0.0 0.0
H -1.74969 -0.47056 4.59922 0.0 0.0 0.0
H -0.46727 1.44484 4.26069 0.0 0.0 0.0
H -0.06649 1.30318 2.54885 -0.1 0.0 0.0
H 1.75550 2.43106 3.63065 0.0 0.0 0.0
H 2.27078 0.81939 3.10074 0.0 0.1 -0.1
H 1.74131 0.13440 5.42764 0.0 0.0 0.0
H 3.58626 1.11286 6.55926 0.0 0.0 0.0
H 3.72869 2.26330 5.23784 0.0 0.0 0.0
H 5.41501 0.56962 5.01426 0.0 0.0 0.0
H 4.29005 0.36958 3.67716 0.0 0.0 0.0
H 3.03475 -1.39395 3.49254 0.0 0.0 0.0
H 2.29153 -1.74890 5.07050 -0.1 0.0 -0.1
H 3.52679 -2.82490 4.41614 0.0 0.0 0.0
C 3.48448 -3.20927 1.03465 0.0 0.0 0.1
O 2.82241 -4.01008 1.99223 0.0 0.0 -0.2
C 1.41618 -3.79189 2.06012 -0.1 0.0 0.2
C 0.66998 -5.02787 1.61052 0.1 0.0 -0.1
N 0.85394 -5.23855 0.18240 0.0 -0.1 0.0
C 0.33235 -6.50145 -0.32524 0.0 0.1 -0.1
C 0.99750 -7.78527 0.15589 -0.1 -0.1 0.0
O 2.33344 -7.93860 -0.28458 0.0 0.0 0.0
C 3.32294 -7.36239 0.54546 0.0 -0.1 -0.1
H 4.55247 -3.39056 1.14514 0.0 0.0 0.0
H 3.18826 -3.46135 0.00960 0.0 0.0 0.0
H 3.28950 -2.14488 1.20062 0.0 0.0 0.0
H 1.12513 -2.92452 1.46109 0.0 0.0 0.0
H 1.16380 -3.57727 3.10283 0.0 0.0 0.0
H -0.39688 -4.89481 1.81517 0.0 0.0 0.0
H 1.02551 -5.87386 2.21623 0.0 0.0 0.1
H 1.84250 -5.18562 -0.03071 0.0 0.0 0.0
H 0.41089 -6.47545 -1.41560 0.0 0.0 0.0
H -0.73573 -6.55420 -0.08756 0.0 0.0 0.0
H 0.44120 -8.62413 -0.27055 0.0 0.0 0.0
H 0.94740 -7.89066 1.24687 0.0 0.1 0.0
H 3.02223 -7.37485 1.59713 0.0 0.0 0.0
H 3.55508 -6.33206 0.26080 0.0 0.0 0.1
H 4.23056 -7.95557 0.43334 0.0 0.0 0.0
C -3.92879 -3.04428 -4.86604 0.0 0.0 0.0
O -3.67447 -2.55951 -3.56626 0.1 0.0 -0.1
C -3.26750 -3.55359 -2.63496 -0.1 0.0 0.1
C -1.84882 -3.30761 -2.17491 0.0 0.0 -0.1
N -0.90428 -3.53761 -3.25912 -0.1 0.1 0.0
C 0.46706 -3.15449 -2.94477 0.1 -0.2 -0.1
C 0.76218 -1.67860 -2.71024 0.1 0.0 0.1
O 0.61627 -0.86996 -3.86150 0.0 0.0 0.0
C -0.68119 -0.34606 -4.08001 0.0 0.1 -0.1
H -4.30553 -2.20833 -5.45266 0.0 0.0 0.0
H -3.02366 -3.43374 -5.34606 0.0 0.0 0.0
H -4.68583 -3.83601 -4.85576 0.0 0.0 0.0
H -3.35812 -4.55134 -3.07636 0.0 0.0 0.0
H -3.93838 -3.49886 -1.77258 0.0 0.0 0.0
H -1.61231 -3.99248 -1.35424 0.0 0.0 0.0
H -1.80123 -2.28412 -1.77711 0.0 0.0 0.1
H -1.21323 -3.02565 -4.07659 0.0 0.0 0.0
H 1.09969 -3.49163 -3.77067 0.0 0.0 0.0
H 0.77357 -3.71339 -2.05536 0.0 0.0 0.1
H 1.81340 -1.59865 -2.41750 0.0 0.0 0.0
H 0.17075 -1.26704 -1.88294 -0.1 0.0 0.0
H -1.20610 -0.16568 -3.13787 0.0 0.0 0.0
H -1.29381 -1.00592 -4.70191 0.0 0.0 0.0
H -0.56909 0.60309 -4.60290 0.0 0.0 0.0


96
Properties=species:S:1:pos:R:3:forces:R:3 method="wB97M-V/def2-TZVPD" lumo_ha=0.017 homo_lumo_gap_ev=8.6 multiplicity=1 total_energy_ha=-2288.5979 smiles="O=S1(=O)CCCC1.O=S1(=O)CCCC1.CCN(CC)CC.CCN(CC)CC.CCN(CC)CC"
C 12.31446 19.85525 -27.96125 0.4 0.2 -0.8
C 13.54223 20.72432 -27.64258 -0.2 -1.8 -1.2
N 14.24653 20.29357 -26.43449 -0.9 2.3 -0.2
C 15.52839 19.61784 -26.62229 -1.1 -0.2 -0.2
C 15.19488 18.20009 -27.23623 1.0 0.5 2.1
C 14.18530 21.44462 -25.51860 0.4 -2.1 2.8
C 14.21186 20.86587 -24.07754 1.5 -0.3 -0.4
H 12.58880 19.06609 -28.66129 0.2 -0.5 0.4
H 11.69839 20.47367 -28.61403 -0.9 -0.1 0.6
H 11.87397 19.40649 -27.07092 -0.4 0.4 -0.2
H 14.13246 20.53985 -28.54019 0.7 0.6 0.0
H 13.20881 21.76192 -27.66032 0.4 0.1 0.4
H 16.27481 20.22315 -27.13663 -0.1 0.0 -1.1
H 16.00928 19.60672 -25.64417 -0.3 -0.9 0.2
H 16.08743 17.57918 -27.15922 0.2 0.0 -1.0
H 14.59264 17.68817 -26.48566 -0.5 0.2 0.0
H 14.63993 18.15682 -28.17338 0.5 0.3 0.0
H 13.18123 21.86174 -25.44138 0.1 0.4 -1.2
H 14.97523 22.19334 -25.57794 0.0 0.3 -0.6
H 14.48548 21.61846 -23.33805 -1.2 0.3 0.3
H 15.05755 20.20697 -23.88063 0.2 -0.4 -0.5
H 13.32920 20.23259 -23.98832 -0.1 0.5 0.8
C 14.71967 11.22423 -26.78317 1.8 -2.7 -2.1
C 14.28419 12.33109 -26.00943 -0.6 1.6 0.8
N 13.20423 13.05239 -26.62605 -1.2 -0.1 1.6
C 12.53206 13.89300 -25.64188 -1.3 1.1 -0.8
C 11.12315 14.21308 -26.15143 -0.5 -0.4 -0.9
C 13.41086 13.65673 -27.91143 -1.0 0.3 -1.7
C 14.37246 14.87967 -28.06032 0.6 -2.2 0.1
H 15.43455 10.68591 -26.16087 0.6 0.0 -0.4
H 15.14750 11.53495 -27.73633 0.4 -0.3 0.0
H 13.98747 10.44937 -27.01029 -0.6 0.4 0.1
H 14.02999 11.81434 -25.08399 -0.7 1.1 0.4
H 15.09265 13.03892 -25.82648 0.6 -0.1 0.4
H 12.38571 13.44972 -24.65689 0.7 -0.4 -0.2
H 13.02338 14.86126 -25.54610 0.5 0.1 0.5
H 10.31955 14.38687 -25.43580 0.4 0.0 0.4
H 11.07687 15.03335 -26.86775 0.2 0.2 0.1
H 10.85577 13.32731 -26.72763 -0.4 -0.1 0.0
H 12.45509 13.91961 -28.36475 -0.6 0.5 0.8
H 13.55718 12.86274 -28.64373 1.1 -0.2 0.1
H 15.30837 14.44256 -28.40833 0.5 0.1 0.5
H 14.48969 15.22609 -27.03350 0.2 0.9 -0.4
H 14.19106 15.58158 -28.87427 -0.8 0.3 0.6
C 13.11382 10.40245 -22.87033 1.6 -0.3 -1.3
C 12.05944 10.14835 -21.84301 -0.9 0.6 -0.8
N 12.14922 11.03255 -20.69306 -0.4 0.9 -0.9
C 11.86738 12.42398 -21.02010 -0.4 -0.2 0.8
C 11.46238 13.11476 -19.74132 0.6 1.7 0.0
C 13.32319 10.85026 -19.88032 0.9 -0.7 -0.1
C 12.93365 9.66496 -19.05214 0.4 -0.5 0.9
H 12.99620 9.92405 -23.84265 -0.6 -0.6 0.1
H 14.09140 10.04479 -22.54704 0.1 0.1 0.2
H 13.25991 11.43125 -23.19948 -0.3 0.3 0.7
H 11.10398 10.36468 -22.32092 -0.3 0.1 0.1
H 11.96634 9.08470 -21.62372 0.4 0.1 0.5
H 12.69925 12.96130 -21.47549 0.2 0.1 -0.2
H 11.01190 12.49216 -21.69211 0.1 -0.3 -0.3
H 12.30756 13.28590 -19.07462 0.0 -1.0 0.5
H 11.34725 14.17926 -19.94546 -0.9 0.2 -0.4
H 10.58134 12.69105 -19.25931 0.2 0.0 0.0
H 13.75159 11.69111 -19.33483 -1.2 0.4 0.4
H 14.22899 10.65035 -20.45274 0.1 -0.6 -0.6
H 12.83216 8.82102 -19.73447 -0.1 -0.2 0.3
H 11.95691 9.87895 -18.61822 0.1 -0.2 0.1
H 13.63062 9.38952 -18.26065 0.1 0.0 0.0
C 9.79293 24.21100 -24.83676 0.1 2.2 1.7
C 9.40152 23.01179 -23.97308 -0.8 -0.8 -1.8
C 9.40441 21.80880 -24.94995 0.7 0.1 1.0
S 8.71987 22.45012 -26.50275 -3.3 -0.2 -0.8
O 7.21314 22.50143 -26.41144 3.5 -0.1 0.0
O 9.31301 21.79516 -27.67518 -0.4 0.7 1.6
C 9.40508 24.14114 -26.27156 -0.5 -1.3 -1.5
H 10.80952 24.60422 -24.83290 0.2 -0.6 0.6
H 9.19310 24.95770 -24.31641 0.3 0.8 -0.5
H 8.34357 23.17603 -23.76846 -0.2 -0.1 0.2
H 9.84991 22.91931 -22.98389 0.6 -0.2 -0.5
H 8.89909 20.97131 -24.46896 -0.3 -0.1 -0.8
H 10.40773 21.50473 -25.24826 0.2 -0.1 0.1
H 8.71669 24.89312 -26.65723 -0.4 -0.3 0.4
H 10.23200 24.16557 -26.98128 0.3 -0.1 0.3
C 10.53967 17.97543 -24.28804 2.9 1.8 0.7
C 9.51839 17.17306 -23.51644 0.1 -0.2 0.5
C 10.07173 16.86361 -22.07350 1.7 -0.6 -0.4
S 11.91650 17.18623 -22.16861 0.4 -0.3 -1.0
O 12.76289 16.00658 -22.00929 -0.9 0.7 0.6
O 12.14589 18.37702 -21.37128 0.1 -0.4 -0.4
C 11.96895 17.49865 -23.96373 -0.5 -2.2 -0.2
H 10.79827 18.91943 -23.80837 -1.7 1.1 -0.2
H 10.45378 18.14941 -25.36064 -0.6 -0.3 0.1
H 9.39652 16.25324 -24.08845 -0.2 -0.3 0.4
H 8.55906 17.69052 -23.52096 0.0 -0.1 0.3
H 10.07756 15.81653 -21.77070 -0.4 -0.2 -0.5
H 9.80272 17.38559 -21.15520 -0.5 0.6 -0.6
H 12.11810 16.50967 -24.39708 0.2 -0.3 0.3
H 12.84960 18.05508 -24.28459 -0.4 0.6 0.3